1.
{"formula": "C7H10O2S", "method": "the ωB97M-V functional and the def2-TZVPD basis", "gap_ev": 7.5315, "de_lowest_kcal_mol": 78.41, "energy_ev": -22346.637, "homo_ev": -7.7, "molar_mass_g_mol": 158.22, "e_lumo_ha": -0.006, "symbols": ["C", "C", "C", "C", "C", "C", "C", "O", "O", "S", "H", "H", "H", "H", "H", "H", "H", "H", "H", "H"], "positions_angstrom": [[-2.463, -1.619, 1.050], [-1.424, -1.587, 0.439], [1.883, 0.110, 0.643], [2.719, 0.439, -0.559], [-1.767, 1.597, -0.022], [-0.230, -1.467, -0.308], [0.481, 0.457, 0.664], [2.315, -0.602, 1.514], [-0.256, -1.190, -1.673], [-0.057, 1.735, -0.292], [-3.395, -1.517, 1.507], [2.136, 0.705, -1.374], [3.348, 1.237, -0.381], [3.309, -0.468, -0.804], [-1.911, 0.664, -0.511], [-2.268, 2.428, -0.481], [-2.016, 1.727, 1.014], [0.645, -2.100, -0.056], [0.067, 0.420, 1.687], [-1.115, -0.971, -2.058]]}

***

2.
{"formula": "C7H10O2S3", "method": "the ωB97M-V functional and the def2-TZVPD basis", "gap_ev": 7.3657, "de_lowest_kcal_mol": 41.25, "energy_ev": -44017.656, "homo_ev": -8.8, "smiles": "COCOC/C(C=S)=C\\SC=S", "molar_mass_g_mol": 222.36, "e_lumo_ha": -0.051, "symbols": ["C", "C", "C", "C", "C", "C", "C", "O", "O", "S", "S", "S", "H", "H", "H", "H", "H", "H", "H", "H", "H", "H"], "positions_angstrom": [[2.322, 0.024, -0.180], [-1.552, 1.783, 3.040], [0.330, 0.770, 1.137], [-0.685, -2.015, -0.058], [0.341, 1.131, -1.411], [-0.490, -0.932, -2.134], [1.000, 0.664, -0.063], [0.222, -1.673, -1.181], [-0.753, 0.359, -1.800], [3.345, -0.311, 1.079], [-0.631, 1.262, 4.284], [-1.226, 1.626, 1.334], [2.493, -0.052, -1.325], [-2.641, 2.068, 3.234], [0.728, 0.324, 2.175], [-0.097, -1.481, 0.871], [-0.731, -3.096, 0.027], [-1.733, -1.503, -0.097], [0.052, 2.214, -1.247], [0.959, 1.111, -2.290], [0.272, -1.048, -2.943], [-1.525, -1.226, -2.452]]}